No. 1
DFT (wB97M-V/def2-TZVPD) results for a cluster of 12 separate species, C66H75N9O24 in total.

Geometry as XYZ:
```
174
Properties=species:S:1:pos:R:3:lowdin_charge:R:1
O 4.102 -7.347 -2.338 0.08
N 4.209 -6.139 -2.407 -0.36
O 4.824 -5.546 -3.270 0.08
C 3.579 -5.337 -1.345 -0.16
C 4.023 -4.045 -1.148 0.00
C 3.405 -3.304 -0.150 -0.07
C 2.366 -3.833 0.603 -0.05
C 1.921 -5.125 0.352 -0.05
C 2.544 -5.897 -0.622 0.00
H 4.842 -3.606 -1.696 0.12
H 3.716 -2.303 0.127 0.09
H 1.868 -3.209 1.332 0.08
H 1.177 -5.605 0.974 0.09
H 2.266 -6.917 -0.846 0.12
O -2.997 5.610 5.461 0.07
N -2.894 5.165 4.332 -0.36
O -2.212 5.643 3.449 0.09
C -3.651 3.952 4.010 -0.17
C -3.153 3.073 3.071 0.00
C -3.927 1.985 2.694 -0.05
C -5.196 1.830 3.251 -0.07
C -5.663 2.719 4.202 -0.06
C -4.905 3.823 4.566 0.00
H -2.158 3.180 2.657 0.12
H -3.547 1.159 2.108 0.09
H -5.772 0.980 2.906 0.10
H -6.639 2.562 4.645 0.11
H -5.268 4.522 5.304 0.12
O 0.142 5.084 -0.308 0.08
N -0.594 4.364 -0.955 -0.33
O -1.285 3.479 -0.488 0.07
C -0.643 4.569 -2.407 -0.15
C 0.305 5.380 -3.001 -0.01
C 0.289 5.534 -4.372 -0.07
C -0.632 4.842 -5.145 -0.05
C -1.607 4.068 -4.515 -0.05
C -1.593 3.892 -3.145 -0.01
H 0.944 5.963 -2.350 0.12
H 0.996 6.207 -4.844 0.10
H -0.653 4.969 -6.219 0.11
H -2.359 3.579 -5.121 0.10
H -2.329 3.250 -2.683 0.11
O -2.742 -1.134 -3.174 0.06
N -2.281 -1.496 -4.245 -0.33
O -1.284 -1.030 -4.747 0.08
C -2.939 -2.594 -4.936 -0.16
C -2.398 -3.108 -6.091 0.00
C -3.018 -4.179 -6.717 -0.06
C -4.183 -4.723 -6.188 -0.07
C -4.722 -4.192 -5.020 -0.07
C -4.096 -3.129 -4.389 -0.01
H -1.481 -2.709 -6.501 0.12
H -2.614 -4.549 -7.650 0.11
H -4.656 -5.551 -6.700 0.11
H -5.612 -4.609 -4.568 0.11
H -4.527 -2.728 -3.483 0.12
O -4.522 0.118 6.404 0.08
N -3.706 -0.320 5.625 -0.35
O -3.838 -1.354 4.988 0.07
C -2.475 0.438 5.406 -0.16
C -2.249 1.532 6.215 0.00
C -1.082 2.268 6.066 -0.06
C -0.190 1.953 5.059 -0.06
C -0.481 0.888 4.212 -0.06
C -1.579 0.073 4.422 0.00
H -2.965 1.794 6.980 0.12
H -0.929 3.146 6.682 0.11
H 0.723 2.500 4.871 0.10
H 0.212 0.571 3.438 0.10
H -1.842 -0.710 3.723 0.10
O -6.757 3.291 -3.806 0.09
N -5.751 2.739 -3.406 -0.34
O -4.669 2.786 -3.962 0.06
C -5.853 1.951 -2.179 -0.15
C -6.901 2.181 -1.306 0.00
C -7.004 1.382 -0.178 -0.06
C -6.108 0.343 0.045 -0.07
C -5.060 0.159 -0.842 -0.07
C -4.911 0.977 -1.941 0.00
H -7.618 2.961 -1.515 0.12
H -7.775 1.614 0.547 0.11
H -6.293 -0.344 0.859 0.11
H -4.410 -0.688 -0.671 0.10
H -4.112 0.805 -2.649 0.10
O 3.199 -0.644 2.499 0.06
N 2.914 -0.922 3.651 -0.33
O 2.512 -2.008 4.019 0.08
C 3.061 0.141 4.655 -0.15
C 3.389 1.417 4.226 0.00
C 3.643 2.388 5.178 -0.06
C 3.479 2.077 6.517 -0.07
C 2.962 0.848 6.923 -0.06
C 2.770 -0.140 5.975 -0.01
H 3.486 1.611 3.167 0.10
H 3.895 3.379 4.825 0.12
H 3.704 2.831 7.264 0.11
H 2.816 0.630 7.971 0.11
H 2.332 -1.101 6.211 0.12
O -2.195 0.463 0.181 0.07
N -1.197 -0.222 0.329 -0.30
O -1.073 -1.069 1.195 0.06
C -0.065 0.048 -0.544 -0.16
C -0.289 0.721 -1.725 -0.01
C 0.800 1.174 -2.449 -0.04
C 2.085 0.775 -2.084 -0.06
C 2.238 -0.133 -1.045 -0.08
C 1.189 -0.408 -0.186 -0.02
H -1.293 1.042 -1.957 0.10
H 0.669 1.847 -3.288 0.11
H 2.927 1.021 -2.717 0.11
H 3.233 -0.504 -0.830 0.10
H 1.371 -0.995 0.704 0.10
O 4.486 5.267 -1.863 0.09
N 3.949 4.858 -2.872 -0.33
O 3.375 3.786 -2.969 0.06
C 3.991 5.708 -4.072 -0.16
C 4.477 6.991 -3.955 0.00
C 4.519 7.798 -5.077 -0.06
C 4.081 7.313 -6.291 -0.07
C 3.609 6.008 -6.390 -0.07
C 3.556 5.193 -5.269 -0.03
H 4.739 7.375 -2.980 0.12
H 4.879 8.815 -4.996 0.11
H 4.102 7.900 -7.201 0.11
H 3.263 5.643 -7.347 0.11
H 3.203 4.181 -5.400 0.12
C 7.612 2.915 2.147 -0.11
O 6.321 2.403 1.908 -0.18
C 5.935 2.548 0.560 -0.21
C 4.470 2.267 0.415 -0.22
O 3.737 3.123 1.268 -0.18
C 2.353 3.041 0.987 -0.10
H 8.380 2.355 1.606 0.09
H 7.815 2.799 3.213 0.09
H 7.635 3.989 1.929 0.09
H 6.481 1.864 -0.112 0.13
H 6.175 3.568 0.231 0.12
H 4.195 1.239 0.690 0.11
H 4.208 2.409 -0.644 0.11
H 1.989 2.008 1.069 0.08
H 2.122 3.427 -0.012 0.08
H 1.836 3.657 1.723 0.09
C 0.553 -2.780 -2.637 -0.08
O -0.335 -3.700 -3.229 -0.18
C -0.206 -4.980 -2.693 -0.21
C -1.386 -5.805 -3.168 -0.21
O -1.439 -6.983 -2.397 -0.18
C -2.337 -7.930 -2.925 -0.11
H 0.259 -2.551 -1.612 0.09
H 0.528 -1.897 -3.277 0.08
H 1.597 -3.118 -2.695 0.09
H -0.209 -4.936 -1.591 0.12
H 0.742 -5.481 -2.932 0.13
H -1.212 -6.078 -4.223 0.13
H -2.315 -5.224 -3.149 0.12
H -2.193 -8.862 -2.383 0.09
H -2.132 -8.088 -3.990 0.09
H -3.377 -7.608 -2.800 0.09
C -0.512 -3.603 2.670 -0.13
O 0.102 -4.726 3.239 -0.19
C -0.671 -5.890 3.101 -0.22
C -0.038 -7.045 3.855 -0.22
O 0.025 -6.869 5.243 -0.16
C 1.157 -6.162 5.694 -0.11
H -0.608 -3.665 1.573 0.08
H 0.092 -2.731 2.914 0.07
H -1.543 -3.473 3.025 0.10
H -0.752 -6.183 2.040 0.12
H -1.697 -5.747 3.470 0.13
H 0.949 -7.252 3.414 0.13
H -0.657 -7.926 3.665 0.13
H 1.258 -6.287 6.772 0.08
H 1.083 -5.090 5.494 0.08
H 2.076 -6.535 5.227 0.09
```

Properties
total charge: 0
Kohn-Sham gap: 0.3144 Ha
2S+1: 1
calculated total energy: -132182.54526 eV
SMILES string: O=[N+]([O-])c1ccccc1.O=[N+]([O-])c1ccccc1.O=[N+]([O-])c1ccccc1.O=[N+]([O-])c1ccccc1.O=[N+]([O-])c1ccccc1.O=[N+]([O-])c1ccccc1.O=[N+]([O-])c1ccccc1.O=[N+]([O-])c1ccccc1.O=[N+]([O-])c1ccccc1.COCCOC.COCCOC.COCCOC
max |F|: 1.2 eV/A

---

No. 2
DFT (wB97M-V/def2-TZVPD) results for a cluster of 11 separate species, C66H83Cl2N16 in total.

Geometry as XYZ:
```
167
Properties=species:S:1:pos:R:3:lowdin_charge:R:1
C 8.057 1.297 -0.584 -0.08
C 6.648 1.522 -0.018 -0.23
C 5.552 0.654 -0.633 -0.20
C 5.899 -0.823 -0.754 -0.19
C 6.164 -1.556 0.569 -0.12
N 5.346 -1.151 1.718 -0.07
C 4.016 -1.139 1.670 -0.33
N 3.190 -0.797 2.659 0.22
C 1.939 -0.962 2.215 -0.20
C 0.741 -0.744 3.062 -0.08
C 0.128 -2.096 3.494 -0.16
C -0.980 -2.656 2.584 -0.28
N -0.660 -3.985 2.078 0.00
N 1.971 -1.377 0.933 -0.04
N 0.886 -1.627 0.092 0.07
C 0.190 -0.395 -0.336 -0.18
C -0.223 -0.435 -1.817 -0.21
C -1.756 -0.500 -1.911 -0.09
N 3.280 -1.501 0.576 0.22
C 5.993 -0.856 2.987 -0.61
Cl 5.604 -2.227 4.096 0.65
C 5.629 0.561 3.561 -0.70
C 6.910 1.351 3.774 -0.13
Cl 4.866 0.441 5.184 0.64
H 8.743 0.863 0.139 0.07
H 8.074 0.689 -1.483 0.05
H 8.491 2.255 -0.856 0.07
H 6.375 2.556 -0.218 0.11
H 6.645 1.435 1.064 0.06
H 5.350 1.021 -1.639 0.12
H 4.625 0.819 -0.081 0.10
H 6.815 -0.900 -1.335 0.06
H 5.150 -1.338 -1.358 0.10
H 7.208 -1.460 0.839 0.13
H 5.991 -2.623 0.410 0.13
H 1.130 -0.270 3.955 0.12
H 0.023 -0.101 2.564 0.11
H 0.917 -2.844 3.556 0.11
H -0.266 -2.019 4.501 0.11
H -1.900 -2.746 3.155 0.11
H -1.202 -1.954 1.779 0.08
H -0.034 -3.939 1.284 0.05
H -1.504 -4.430 1.739 0.05
H 1.206 -2.130 -0.727 0.13
H -0.715 -0.264 0.250 0.09
H 0.808 0.477 -0.125 0.12
H 0.187 -1.296 -2.344 0.09
H 0.115 0.486 -2.277 0.11
H -2.063 -0.870 -2.884 0.06
H -2.187 -1.114 -1.127 0.07
H -2.130 0.517 -1.830 0.07
H 3.529 -1.823 -0.344 0.16
H 7.063 -0.905 2.861 0.10
H 4.907 1.072 2.939 0.09
H 7.481 0.850 4.553 0.08
H 6.686 2.348 4.130 0.08
H 7.534 1.354 2.882 0.07
N -4.706 0.718 -0.143 0.06
C -4.614 -0.142 0.872 -0.17
C -4.187 0.209 2.144 -0.08
C -3.824 1.528 2.374 -0.11
C -3.902 2.435 1.329 -0.06
C -4.350 1.981 0.096 -0.15
H -4.897 -1.163 0.648 0.09
H -4.141 -0.531 2.932 0.10
H -3.484 1.842 3.353 0.11
H -3.627 3.472 1.461 0.11
H -4.425 2.658 -0.746 0.08
N 8.331 -1.857 -2.826 0.05
C 8.787 -1.772 -4.075 -0.14
C 9.060 -2.874 -4.871 -0.06
C 8.856 -4.137 -4.341 -0.07
C 8.387 -4.246 -3.041 -0.06
C 8.140 -3.081 -2.334 -0.15
H 8.942 -0.767 -4.451 0.11
H 9.427 -2.743 -5.879 0.11
H 9.060 -5.022 -4.928 0.11
H 8.216 -5.211 -2.586 0.11
H 7.769 -3.127 -1.315 0.09
N -0.338 -3.538 -4.591 0.04
C -1.658 -3.352 -4.588 -0.17
C -2.365 -2.821 -5.655 -0.07
C -1.663 -2.465 -6.795 -0.07
C -0.291 -2.653 -6.819 -0.07
C 0.320 -3.191 -5.696 -0.16
H -2.168 -3.642 -3.675 0.09
H -3.437 -2.692 -5.593 0.11
H -2.177 -2.049 -7.652 0.11
H 0.296 -2.390 -7.688 0.10
H 1.392 -3.357 -5.677 0.10
N -2.977 4.401 -2.123 0.05
C -1.847 5.103 -2.057 -0.17
C -0.953 5.220 -3.111 -0.07
C -1.246 4.568 -4.299 -0.08
C -2.415 3.830 -4.386 -0.08
C -3.242 3.781 -3.274 -0.15
H -1.657 5.599 -1.111 0.11
H -0.053 5.811 -3.001 0.10
H -0.576 4.637 -5.147 0.11
H -2.681 3.316 -5.298 0.08
H -4.171 3.221 -3.301 0.11
N 2.992 -1.008 9.348 0.06
C 3.465 -1.012 8.104 -0.16
C 3.743 -2.172 7.391 -0.08
C 3.515 -3.391 8.010 -0.09
C 3.023 -3.402 9.304 -0.08
C 2.779 -2.187 9.926 -0.15
H 3.629 -0.034 7.666 0.07
H 4.127 -2.132 6.377 0.03
H 3.719 -4.319 7.490 0.10
H 2.834 -4.331 9.825 0.10
H 2.393 -2.151 10.938 0.11
N -2.946 4.110 -7.614 0.05
C -2.499 3.357 -8.618 -0.15
C -2.265 3.840 -9.896 -0.07
C -2.512 5.180 -10.148 -0.07
C -2.978 5.977 -9.116 -0.07
C -3.176 5.395 -7.873 -0.15
H -2.321 2.313 -8.380 0.10
H -1.901 3.182 -10.673 0.10
H -2.344 5.595 -11.133 0.11
H -3.185 7.027 -9.268 0.10
H -3.539 5.984 -7.037 0.10
N -1.939 -4.629 6.214 0.06
C -0.817 -4.897 5.548 -0.16
C 0.376 -5.247 6.163 -0.07
C 0.406 -5.323 7.546 -0.09
C -0.752 -5.048 8.254 -0.07
C -1.893 -4.708 7.543 -0.15
H -0.883 -4.823 4.467 0.08
H 1.257 -5.454 5.570 0.10
H 1.318 -5.593 8.065 0.09
H -0.773 -5.096 9.334 0.10
H -2.821 -4.487 8.059 0.10
N -4.712 8.525 -1.022 0.06
C -4.249 7.758 -2.007 -0.16
C -4.000 8.221 -3.291 -0.07
C -4.249 9.555 -3.569 -0.08
C -4.733 10.367 -2.557 -0.07
C -4.945 9.805 -1.306 -0.16
H -4.073 6.720 -1.750 0.08
H -3.621 7.549 -4.050 0.09
H -4.069 9.956 -4.559 0.10
H -4.943 11.414 -2.730 0.10
H -5.321 10.407 -0.486 0.10
N -4.077 -4.321 0.304 0.05
C -3.528 -4.992 -0.708 -0.17
C -4.258 -5.602 -1.716 -0.08
C -5.640 -5.514 -1.671 -0.07
C -6.229 -4.823 -0.625 -0.06
C -5.407 -4.248 0.331 -0.16
H -2.444 -5.042 -0.704 0.09
H -3.756 -6.134 -2.512 0.10
H -6.248 -5.978 -2.437 0.11
H -7.304 -4.732 -0.549 0.11
H -5.831 -3.700 1.166 0.10
N -7.744 2.992 4.211 0.06
C -7.092 2.271 3.301 -0.15
C -7.717 1.557 2.290 -0.06
C -9.100 1.591 2.222 -0.08
C -9.796 2.334 3.162 -0.07
C -9.072 3.014 4.130 -0.16
H -6.013 2.272 3.391 0.08
H -7.133 0.993 1.576 0.09
H -9.627 1.048 1.448 0.10
H -10.875 2.388 3.146 0.10
H -9.578 3.610 4.882 0.10
```

Properties
total charge: +1
Kohn-Sham gap: 0.3073 Ha
2S+1: 1
calculated total energy: -118666.47397 eV
max |F|: 1.5 eV/A